Entry 1:
The following is a DFT calculation (wB97M-V/def2-TZVPD) of C31H39N3O6PPt as an isolated structure.

Lowest unoccupied orbital energy (eV): 2.34
ΔE to the lowest compared entry with this formula, charge and spin (kcal per mole): 0.0
Total charge: -1
Orbital gap (Ha): 0.2759
HOMO level (hartree): -0.1898
2S+1: 1

Last column: Löwdin charge in e.
Atoms and positions in Å:
Pt (-0.86, -0.23, 0.28)  1.212
C (2.75, -0.51, 0.21)  -0.041
C (2.47, -1.76, 1.00)  -0.211
C (3.35, -2.83, 0.99)  -0.072
C (3.09, -3.98, 1.72)  -0.095
C (1.93, -4.07, 2.47)  -0.059
C (1.03, -3.01, 2.50)  -0.214
C (-0.25, -3.11, 3.28)  -0.029
C (1.31, -1.86, 1.78)  -0.212
N (0.39, -0.77, 1.79)  -0.057
C (0.36, 0.03, 2.87)  -0.493
O (0.99, -0.06, 3.92)  0.033
C (-0.63, 1.16, 2.70)  -0.154
C (-1.02, 2.04, 3.69)  0.012
C (-2.02, 2.96, 3.41)  -0.041
C (-2.63, 2.97, 2.16)  0.013
C (-2.19, 2.07, 1.20)  -0.167
N (-1.19, 1.24, 1.49)  -0.049
C (-2.71, 1.96, -0.21)  -0.513
O (-3.60, 2.73, -0.57)  0.037
N (-2.05, 1.04, -0.94)  -0.050
C (-2.04, 1.26, -2.34)  -0.192
C (-2.55, 0.30, -3.22)  -0.200
C (-3.16, -0.95, -2.68)  -0.046
C (-2.52, 0.55, -4.59)  -0.059
C (-1.98, 1.72, -5.09)  -0.101
C (-1.45, 2.66, -4.21)  -0.067
C (-1.46, 2.44, -2.84)  -0.204
C (-0.81, 3.44, -1.93)  -0.040
H (3.67, -0.62, -0.36)  0.071
H (2.84, 0.36, 0.86)  0.080
H (1.93, -0.30, -0.49)  0.057
H (4.25, -2.76, 0.38)  0.102
H (3.78, -4.81, 1.68)  0.096
H (1.70, -4.98, 3.01)  0.104
H (-0.41, -4.12, 3.65)  0.075
H (-1.10, -2.84, 2.65)  0.068
H (-0.24, -2.42, 4.13)  0.076
H (-0.54, 1.97, 4.65)  0.119
H (-2.34, 3.66, 4.17)  0.105
H (-3.44, 3.64, 1.90)  0.119
H (-3.99, -0.71, -2.01)  0.092
H (-2.44, -1.52, -2.10)  0.041
H (-3.53, -1.59, -3.49)  0.074
H (-2.93, -0.20, -5.26)  0.101
H (-1.97, 1.91, -6.16)  0.091
H (-1.00, 3.57, -4.59)  0.101
H (-0.08, 4.04, -2.48)  0.073
H (-0.29, 2.94, -1.11)  0.075
H (-1.54, 4.11, -1.48)  0.081
C (2.81, -4.07, -2.27)  -0.032
C (1.56, -3.98, -3.14)  -0.627
C (1.88, -3.35, -4.49)  -0.036
C (0.92, -5.35, -3.32)  -0.039
O (0.64, -3.05, -2.53)  -0.148
P (-0.23, -3.35, -1.22)  0.279
O (0.37, -4.35, -0.31)  -0.242
O (-0.57, -1.99, -0.69)  -0.439
O (-1.56, -3.95, -1.93)  -0.171
C (-2.61, -4.62, -1.19)  -0.628
C (-2.18, -6.07, -0.94)  -0.036
C (-2.91, -3.91, 0.12)  -0.034
C (-3.81, -4.57, -2.11)  -0.030
H (3.55, -4.72, -2.75)  0.085
H (2.56, -4.46, -1.29)  0.066
H (3.25, -3.07, -2.15)  0.083
H (2.63, -3.95, -5.02)  0.082
H (2.27, -2.35, -4.35)  0.086
H (0.98, -3.29, -5.10)  0.086
H (1.61, -6.00, -3.87)  0.084
H (0.00, -5.26, -3.89)  0.087
H (0.70, -5.80, -2.36)  0.073
H (-1.28, -6.09, -0.33)  0.072
H (-1.98, -6.56, -1.89)  0.083
H (-2.98, -6.61, -0.43)  0.082
H (-2.05, -3.95, 0.79)  0.066
H (-3.75, -4.40, 0.61)  0.089
H (-3.16, -2.86, -0.06)  0.079
H (-3.57, -5.03, -3.07)  0.087
H (-4.12, -3.54, -2.29)  0.066
H (-4.65, -5.12, -1.67)  0.085


Entry 2:
The following is a DFT calculation (wB97M-V/def2-TZVPD) of C38H56IrN5O6SSeSi2 as an isolated structure.

Lowest unoccupied orbital energy (spin up / spin down) (eV): 2.16 / -1.67
ΔE to the lowest compared entry with this formula, charge and spin (kcal per mole): 0.0
Total charge: -1
Orbital gap (spin up / spin down) (Ha): 0.2068 / 0.1379
HOMO level (spin up / spin down) (hartree): -0.1276 / -0.1992
2S+1: 6

Last column: Mulliken spin population.
Atoms and positions in Å:
Ir (-0.51, 0.67, -0.58)  2.329
C (-0.50, 5.26, -1.72)  0.012
Si (0.13, 5.15, 0.09)  -0.063
C (0.18, 6.90, 0.80)  0.019
C (1.90, 4.60, -0.11)  0.051
C (-0.83, 3.89, 1.20)  0.413
C (-1.75, 2.94, 0.74)  0.137
C (-3.04, 2.71, 1.33)  0.201
C (-4.13, 2.28, 0.52)  -0.026
C (-3.94, 2.13, -0.86)  0.141
C (-2.66, 2.11, -1.37)  0.050
N (-1.55, 2.33, -0.54)  0.321
Si (-0.80, 4.21, 3.05)  -0.039
C (-1.89, 5.69, 3.54)  0.022
C (1.03, 4.60, 3.53)  0.030
C (-1.40, 2.66, 4.03)  0.008
H (0.36, 5.47, -2.36)  0.001
H (-1.24, 6.03, -2.03)  -0.001
H (-0.93, 4.31, -2.10)  -0.002
H (0.44, 7.67, 0.10)  0.001
H (0.93, 6.92, 1.56)  -0.001
H (-0.80, 7.16, 1.24)  -0.002
H (2.58, 5.24, -0.72)  0.002
H (1.90, 3.59, -0.52)  -0.011
H (2.32, 4.55, 0.90)  -0.002
H (-3.14, 2.91, 2.40)  0.026
H (-5.15, 2.26, 0.89)  0.001
H (-4.73, 1.91, -1.56)  0.008
H (-2.40, 1.85, -2.41)  -0.025
H (-1.42, 6.63, 3.41)  -0.001
H (-2.21, 5.61, 4.58)  0.001
H (-2.79, 5.69, 2.94)  0.000
H (1.51, 5.32, 2.89)  0.000
H (1.68, 3.71, 3.49)  -0.005
H (1.08, 4.91, 4.61)  0.002
H (-2.26, 2.92, 4.67)  0.001
H (-0.64, 2.31, 4.76)  0.000
H (-1.61, 1.75, 3.47)  0.000
C (3.49, 0.39, -4.70)  0.003
C (2.05, -0.10, -4.54)  -0.018
C (1.18, -0.09, -5.66)  0.035
C (-0.21, -0.31, -5.54)  -0.006
C (-1.09, -0.50, -6.74)  0.001
C (-0.73, -0.37, -4.25)  0.025
C (0.08, -0.49, -3.11)  -0.061
C (1.50, -0.33, -3.25)  0.034
N (-0.57, -0.65, -1.90)  0.183
C (-1.21, -1.96, -1.40)  -0.044
C (0.01, -2.84, -1.00)  0.044
C (-0.43, -4.21, -0.46)  0.005
C (-1.23, -4.97, -1.59)  0.002
C (-2.44, -4.09, -1.94)  0.001
C (-3.29, -3.95, -0.64)  0.000
C (-2.51, -3.17, 0.37)  0.023
C (-1.29, -3.94, 0.80)  0.008
C (-2.14, -1.76, -0.16)  0.077
C (-2.01, -2.70, -2.46)  0.002
H (3.51, 1.47, -4.97)  -0.001
H (3.91, -0.11, -5.56)  0.000
H (4.10, 0.19, -3.85)  0.000
H (1.63, 0.14, -6.61)  0.002
H (-0.51, -0.74, -7.65)  0.000
H (-1.69, 0.32, -7.01)  0.000
H (-1.86, -1.32, -6.59)  -0.001
H (-1.77, -0.27, -4.07)  -0.003
H (2.14, -0.46, -2.42)  0.013
H (0.65, -2.38, -0.21)  -0.043
H (0.67, -3.03, -1.83)  0.010
H (0.51, -4.70, -0.26)  -0.003
H (-1.46, -6.01, -1.29)  -0.001
H (-0.57, -5.00, -2.50)  0.000
H (-2.97, -4.57, -2.81)  0.000
H (-3.63, -4.96, -0.30)  -0.001
H (-4.13, -3.34, -0.86)  0.002
H (-3.22, -3.07, 1.22)  -0.001
H (-1.52, -4.92, 1.29)  0.000
H (-0.73, -3.37, 1.52)  -0.002
H (-1.60, -1.20, 0.68)  -0.007
H (-3.11, -1.25, -0.35)  0.013
H (-2.90, -2.10, -2.74)  0.007
H (-1.39, -2.82, -3.38)  -0.004
O (2.39, 1.16, 2.83)  0.004
Se (2.12, 0.55, 1.31)  -0.010
O (2.86, 1.43, 0.15)  0.003
O (0.41, 0.73, 1.13)  0.104
O (2.42, -1.10, 1.23)  0.008
O (-1.67, -2.62, 5.06)  0.000
S (-1.01, -1.38, 5.50)  0.000
C (0.00, -1.93, 6.90)  0.000
C (1.50, -1.81, 6.52)  0.000
C (1.55, -2.02, 5.01)  0.000
C (0.40, -1.23, 4.36)  0.003
H (-0.35, -2.96, 7.10)  0.000
H (-0.29, -1.34, 7.79)  0.000
H (2.07, -2.58, 7.03)  0.000
H (1.94, -0.87, 6.81)  0.000
H (1.40, -3.09, 4.73)  0.000
H (2.49, -1.71, 4.57)  0.000
H (0.16, -1.48, 3.32)  -0.005
H (0.71, -0.19, 4.22)  -0.001
N (4.63, -3.37, -0.85)  0.024
C (3.74, -4.09, -1.62)  0.038
O (2.52, -4.01, -1.35)  0.123
C (4.32, -4.99, -2.57)  0.336
C (5.70, -5.21, -2.58)  -0.022
N (6.87, -5.27, -2.64)  0.289
C (3.52, -5.69, -3.51)  -0.042
N (2.87, -6.33, -4.22)  0.256
H (5.57, -3.19, -1.14)  -0.001
H (4.20, -2.70, -0.22)  -0.002


Entry 3:
The following is a DFT calculation (wB97M-V/def2-TZVPD) of C20H24BCl3F3N8O5Pm as an isolated structure.

Lowest unoccupied orbital energy (spin up / spin down) (eV): -0.09 / -0.09
ΔE to the lowest compared entry with this formula, charge and spin (kcal per mole): 4.9
Orbital gap (spin up / spin down) (Ha): 0.2999 / 0.3001
HOMO level (spin up / spin down) (hartree): -0.3033 / -0.3034
2S+1: 5

Last column: Mulliken spin population.
Atoms and positions in Å:
Pm (-0.12, 0.31, -0.18)  4.016
Cl (3.67, 6.39, 2.32)  0.000
C (3.00, 4.80, 2.09)  0.000
C (2.18, 4.54, 1.02)  0.001
C (1.65, 3.28, 0.86)  0.000
Cl (0.68, 3.01, -0.56)  -0.001
C (1.86, 2.20, 1.75)  0.000
O (1.29, 1.03, 1.63)  -0.005
C (2.77, 2.53, 2.78)  0.000
Cl (3.32, 1.28, 3.88)  0.000
C (3.32, 3.79, 2.97)  0.000
H (1.95, 5.32, 0.30)  0.000
H (4.00, 3.96, 3.79)  0.000
B (-2.94, 1.58, -1.46)  -0.001
N (-2.96, 0.04, -1.72)  0.004
C (-3.66, -0.63, -2.64)  0.001
C (-3.25, -1.95, -2.63)  -0.001
C (-2.27, -2.00, -1.65)  0.002
N (-2.10, -0.79, -1.09)  -0.008
N (-2.99, 1.86, 0.07)  -0.001
C (-4.00, 2.34, 0.81)  0.000
C (-3.52, 2.60, 2.09)  0.000
C (-2.17, 2.24, 2.02)  0.002
N (-1.87, 1.80, 0.81)  -0.001
H (-3.89, 2.07, -2.00)  0.000
H (-1.87, 2.02, -1.85)  0.000
H (-4.39, -0.12, -3.25)  0.000
H (-3.61, -2.76, -3.26)  0.000
H (-1.67, -2.84, -1.33)  0.000
H (-4.98, 2.48, 0.38)  0.000
H (-4.07, 3.00, 2.93)  0.000
H (-1.41, 2.29, 2.79)  -0.001
N (-1.36, -0.81, 2.00)  0.001
C (-1.50, -2.25, 1.74)  -0.001
C (-2.06, -3.13, 2.88)  0.000
C (-1.64, -2.83, 4.33)  0.000
C (-0.35, -3.51, 4.79)  0.000
N (0.80, -3.20, 3.95)  0.000
C (1.22, -1.96, 3.78)  0.000
N (1.96, -1.64, 2.72)  0.000
N (0.86, -1.00, 4.65)  0.000
C (-0.18, -2.73, 1.09)  0.001
O (0.26, -3.86, 1.34)  0.000
O (0.39, -1.88, 0.34)  -0.005
H (-0.66, -0.63, 2.71)  -0.001
H (-2.23, -0.40, 2.31)  0.001
H (-2.22, -2.33, 0.92)  0.000
H (-1.82, -4.17, 2.63)  0.000
H (-3.14, -3.05, 2.84)  0.000
H (-2.43, -3.16, 5.00)  0.000
H (-1.55, -1.75, 4.47)  0.000
H (-0.46, -4.59, 4.77)  0.000
H (-0.13, -3.24, 5.83)  0.000
H (0.84, -3.76, 3.10)  0.000
H (2.00, -2.30, 1.96)  0.000
H (2.05, -0.66, 2.48)  0.000
H (0.47, -1.26, 5.54)  0.000
H (1.25, -0.08, 4.55)  0.000
F (1.57, 0.52, -4.72)  0.000
C (2.29, 0.51, -3.60)  0.000
F (3.18, -0.49, -3.67)  0.000
F (2.98, 1.66, -3.54)  0.000
C (1.41, 0.37, -2.34)  0.004
O (2.01, 0.26, -1.25)  -0.002
O (0.16, 0.41, -2.47)  -0.002


no.,calculated total energy (eV)
1,-62080.1470
2,-154819.8583
3,-106246.9905